# 1
Density functional theory data (the ωB97M-V functional and the def2-TZVPD basis) for the molecule C5H8O in a non-equilibrium geometry.

2S+1 ... 1
Orbital gap ... 10.63 eV
Net charge ... 0

Atoms and positions in Å:
H1 -1.74 -1.23 0.05
C1 0.89 -0.90 -0.79
H2 1.90 1.24 0.57
C2 0.03 0.08 -0.06
C3 -1.15 0.86 -0.48
H3 0.91 0.56 1.88
H4 -1.44 0.75 -1.52
H5 1.19 -0.58 -1.80
H6 0.49 -1.92 -0.85
H7 -1.27 1.85 -0.07
C4 -1.32 -0.31 0.45
C5 1.23 0.41 0.82
O1 1.89 -0.76 0.27
H8 -1.58 -0.12 1.49

Atom-resolved charges from Mulliken, all expressed in e: number 1, H, carries 0.2319; number 2, C, carries -0.4381; number 3, H, carries 0.2321; number 4, C, carries 0.7066; number 5, C, carries -0.5194; number 6, H, carries 0.2718; number 7, H, carries 0.2419; number 8, H, carries 0.2296; number 9, H, carries 0.2882; number 10, H, carries 0.2439; number 11, C, carries -0.8911; number 12, C, carries -0.4166; number 13, O, carries -0.4226; number 14, H, carries 0.2416

=====

# 2
Density functional theory data (the ωB97M-V functional and the def2-TZVPD basis) for a structure of composition C5H8O.

2S+1 ... 1
Orbital gap ... 9.34 eV
Net charge ... 0

Atoms and positions in Å:
O1 -0.88 1.93 0.27
H1 1.30 -0.14 1.62
C1 -1.04 -0.53 -0.31
H2 -1.27 -0.19 -1.33
C2 0.85 0.14 0.67
C3 1.49 -0.74 -0.98
C4 0.37 -1.14 -0.20
H3 -1.08 0.48 1.64
H4 1.53 0.86 0.18
H5 0.46 -2.05 0.39
C5 -0.63 0.60 0.65
H6 -0.57 2.04 -0.63
H7 -1.87 -1.15 0.04
H8 1.13 0.03 -1.70

Atom-resolved charges from Mulliken, all expressed in e: number 1, O, carries -0.5497; number 2, H, carries 0.3204; number 3, C, carries -0.8539; number 4, H, carries 0.2778; number 5, C, carries -0.5418; number 6, C, carries -0.6641; number 7, C, carries 0.1135; number 8, H, carries 0.3697; number 9, H, carries 0.2504; number 10, H, carries 0.3623; number 11, C, carries 0.0571; number 12, H, carries 0.3612; number 13, H, carries 0.2878; number 14, H, carries 0.2093

=====

# 3
Density functional theory data (the ωB97M-V functional and the def2-TZVPD basis) for the molecule C5H8O.

2S+1 ... 1
Orbital gap ... 10.45 eV
Net charge ... 0

Atoms and positions in Å:
H1 1.59 -0.09 -1.28
H2 0.43 0.64 1.47
H3 -1.00 -1.48 1.34
H4 -1.33 1.76 0.11
C1 0.32 0.22 0.46
H5 -0.54 1.16 -1.37
C2 1.68 0.25 -0.24
C3 -0.47 -1.14 0.44
C4 -0.83 0.90 -0.34
O1 -2.77 -0.71 -0.32
C5 -1.61 -0.41 -0.25
H6 0.03 -2.01 0.00
H7 2.08 1.27 -0.27
H8 2.42 -0.38 0.26

Atom-resolved charges from Mulliken, all expressed in e: number 1, H, carries 0.3729; number 2, H, carries 0.3287; number 3, H, carries 0.2359; number 4, H, carries 0.2933; number 5, C, carries 0.5543; number 6, H, carries 0.2633; number 7, C, carries -1.5090; number 8, C, carries -0.7799; number 9, C, carries -0.7585; number 10, O, carries -0.5631; number 11, C, carries 0.5335; number 12, H, carries 0.3119; number 13, H, carries 0.3566; number 14, H, carries 0.3601

=====

# 4
Density functional theory data (the ωB97M-V functional and the def2-TZVPD basis) for the molecule C5H8O in a non-equilibrium geometry.

2S+1 ... 1
Orbital gap ... 9.08 eV
Net charge ... 0

Atoms and positions in Å:
H1 1.79 -0.71 1.16
H2 1.63 0.83 -1.48
C1 -2.17 0.14 0.33
C2 0.07 -0.84 -0.21
H3 2.09 1.58 0.13
O1 0.03 1.37 0.17
C3 1.52 0.82 -0.37
H4 -2.78 0.85 -0.23
C4 1.53 -0.61 0.09
H5 -0.30 -1.73 -0.67
H6 -2.38 0.28 1.40
C5 -0.69 0.24 0.07
H7 -2.48 -0.89 0.08
H8 2.14 -1.33 -0.47

Atom-resolved charges from Mulliken, all expressed in e: number 1, H, carries 0.1921; number 2, H, carries 0.2389; number 3, C, carries -1.0816; number 4, C, carries -0.4111; number 5, H, carries 0.2827; number 6, O, carries -0.4551; number 7, C, carries -0.3509; number 8, H, carries 0.3047; number 9, C, carries -0.4152; number 10, H, carries 0.3295; number 11, H, carries 0.2638; number 12, C, carries 0.5281; number 13, H, carries 0.2883; number 14, H, carries 0.2858

=====

# 5
Density functional theory data (the ωB97M-V functional and the def2-TZVPD basis) for the molecule C5H8O in a non-equilibrium geometry.

2S+1 ... 1
Orbital gap ... 10.65 eV
Net charge ... 0

Atoms and positions in Å:
C1 1.89 0.38 0.21
C2 -0.23 -1.08 -0.35
H1 -2.11 -0.48 0.60
H2 0.17 -1.11 -1.37
H3 2.21 1.40 -0.17
C3 0.48 -0.01 0.57
H4 0.43 -0.35 1.61
H5 -0.30 -2.12 0.00
H6 -0.18 1.47 -0.78
C4 -1.49 -0.19 -0.25
O1 2.63 -0.55 0.07
H7 -0.84 1.73 0.87
H8 -2.11 -0.08 -1.14
C5 -0.56 0.98 0.13

Atom-resolved charges from Mulliken, all expressed in e: number 1, C, carries -0.2574; number 2, C, carries -0.6587; number 3, H, carries 0.2374; number 4, H, carries 0.2508; number 5, H, carries 0.3234; number 6, C, carries 0.2453; number 7, H, carries 0.3378; number 8, H, carries 0.3019; number 9, H, carries 0.2741; number 10, C, carries -0.5273; number 11, O, carries -0.4500; number 12, H, carries 0.3415; number 13, H, carries 0.3171; number 14, C, carries -0.7358

=====

# 6
Density functional theory data (the ωB97M-V functional and the def2-TZVPD basis) for a cluster of 2 separate species, C5H8O in total in a non-equilibrium geometry.

2S+1 ... 1
Orbital gap ... 9.96 eV
Net charge ... 0

Atoms and positions in Å:
H1 2.26 0.06 -0.47
O1 -0.73 1.36 2.02
H2 0.05 0.20 -1.88
C1 0.08 -0.07 -0.69
H3 1.03 -2.23 -1.21
C2 -0.86 1.90 0.92
H4 -1.80 1.84 0.35
H5 -0.99 -1.09 0.89
C3 1.34 -0.27 -0.01
H6 1.34 -0.11 1.07
C4 0.65 -1.46 -0.57
H7 -1.55 -1.54 -0.76
H8 -0.07 2.55 0.51
C5 -0.74 -1.14 -0.16

Atom-resolved charges from Mulliken, all expressed in e: number 1, H, carries 0.2551; number 2, O, carries -0.4392; number 3, H, carries 0.2228; number 4, C, carries -0.2741; number 5, H, carries 0.3089; number 6, C, carries -0.0688; number 7, H, carries 0.2557; number 8, H, carries 0.1557; number 9, C, carries -0.2610; number 10, H, carries 0.1568; number 11, C, carries -0.5635; number 12, H, carries 0.2553; number 13, H, carries 0.2566; number 14, C, carries -0.2603

=====

For each record above, in turn, the calculated LUMO level values are 1.062 0.892 0.982 1.133 1.067 0.928 eV.
For each record above, in turn, the calculated energy relative to the best compared isomer or geometry (same formula, charge and spin) values are 2.603 4.649 1.001 1.962 1.562 3.937 eV.
For each record above, in turn, the calculated energy values are -270.462248 -270.387046 -270.521114 -270.485786 -270.500477 -270.413200 Ha.